{
  "formula": "C16H17NO",
  "method": "ωB97M-V with the def2-TZVPD basis set",
  "relative_energy_kj_mol": 73.1,
  "orbital_gap_ha": 0.3193,
  "total_charge": 0,
  "energy_ev": -20405.069,
  "homo_energy_ha": -0.2940,
  "smiles": "Cc1c[nH]c2ccccc12.Cc1ccc(O)cc1",
  "elements": ["C", "C", "C", "N", "C", "C", "C", "C", "C", "C", "H", "H", "H", "H", "H", "H", "H", "H", "H", "C", "C", "C", "C", "C", "O", "C", "C", "H", "H", "H", "H", "H", "H", "H", "H"],
  "coordinates": [[-1.781142, 4.359007, 0.370603], [-2.218809, 3.008772, -0.105490], [-3.294729, 2.269314, 0.256641], [-3.312962, 1.066718, -0.445975], [-2.120274, 0.975879, -1.157226], [-1.675400, -0.112239, -1.888112], [-0.617391, 0.137943, -2.756275], [0.040370, 1.372917, -2.716823], [-0.346653, 2.392948, -1.872956], [-1.493104, 2.239065, -1.085480], [-1.022171, 4.236282, 1.146147], [-2.595867, 4.983664, 0.705194], [-1.257859, 4.865750, -0.431414], [-4.239864, 2.611160, 0.659569], [-3.740677, 0.236205, -0.069896], [-2.115119, -1.102729, -1.898942], [-0.253231, -0.662661, -3.379299], [0.897199, 1.507615, -3.368082], [0.221758, 3.309179, -1.817975], [0.587985, -4.598437, 0.675523], [1.306816, -3.318515, 1.059139], [2.219315, -3.277150, 2.112801], [2.805191, -2.070660, 2.457047], [2.686440, -0.961467, 1.634942], [3.518937, 0.115627, 1.889316], [1.953409, -1.073154, 0.478022], [1.241047, -2.234896, 0.192954], [-0.450378, -4.481420, 0.954333], [1.025729, -5.486066, 1.148815], [0.658744, -4.711920, -0.408752], [2.428002, -4.187826, 2.666264], [3.347341, -1.975288, 3.383276], [3.069013, 0.829298, 2.386929], [1.806443, -0.212589, -0.157529], [0.616210, -2.297638, -0.690422]],
  "forces_ev_per_angstrom": [[0.3, -0.5, -0.3], [0.3, 0.4, -0.2], [-0.8, 0.2, -0.8], [0.8, -0.3, 0.4], [-1.4, 0.1, 0.3], [0.7, 0.2, -1.2], [-0.1, -0.1, 1.0], [0.3, 0.0, -0.4], [-0.1, 0.4, 0.2], [0.5, -1.4, 0.2], [-0.2, 0.1, 0.3], [-0.2, 0.1, 0.2], [-0.1, 0.3, -0.3], [0.3, -0.1, 0.6], [-0.2, 0.1, -0.1], [-0.3, 0.2, 0.2], [0.1, 0.0, -0.2], [0.0, 0.1, 0.1], [0.1, 0.1, -0.1], [0.5, 0.4, 0.0], [1.0, -1.0, -0.9], [-0.8, 0.2, 0.1], [0.1, -0.2, 0.2], [0.6, -0.6, 0.3], [-0.5, 1.0, 0.4], [-1.0, 0.4, -0.5], [0.0, 0.3, 0.7], [-0.4, -0.3, 0.0], [-0.2, 0.3, 0.0], [-0.2, -0.2, 0.1], [-0.2, 0.2, 0.2], [0.4, 0.0, 0.0], [0.2, -0.7, -0.5], [0.3, 0.1, -0.2], [0.0, 0.1, 0.0]]
}

=====

{
  "formula": "C51H58BrMnN6O2P2SSi2",
  "method": "ωB97M-V with the def2-TZVPD basis set",
  "relative_energy_kj_mol": 33.0,
  "orbital_gap_ha": [0.1822, 0.2533],
  "total_charge": -1,
  "energy_ev": -213400.781,
  "spin_multiplicity": 6,
  "homo_energy_ha": [-0.1030, -0.1683],
  "elements": ["Mn", "C", "Si", "C", "C", "N", "P", "C", "P", "N", "Si", "C", "C", "C", "C", "C", "C", "C", "C", "C", "C", "C", "C", "C", "C", "C", "C", "C", "C", "C", "C", "C", "C", "C", "C", "C", "C", "C", "H", "H", "H", "H", "H", "H", "H", "H", "H", "H", "H", "H", "H", "H", "H", "H", "H", "H", "H", "H", "H", "H", "H", "H", "H", "H", "H", "H", "H", "H", "H", "H", "H", "H", "H", "H", "H", "H", "O", "C", "C", "C", "C", "C", "C", "C", "O", "N", "N", "C", "C", "Br", "C", "C", "C", "C", "C", "C", "C", "H", "H", "H", "H", "H", "H", "H", "H", "H", "H", "H", "H", "H", "H", "C", "N", "C", "C", "N", "C", "S", "H", "H", "H", "H", "H", "H"],
  "coordinates": [[-0.413206, 0.011541, -0.110835], [0.794855, 3.428863, -2.647806], [1.034717, 3.134749, -0.812101], [-0.502412, 3.785184, 0.024439], [2.469189, 4.249685, -0.321985], [1.243801, 1.510921, -0.380642], [2.225302, 0.341606, 0.042659], [1.272358, -0.962399, 0.580048], [0.675595, -2.370487, -0.159831], [-0.764480, -1.988155, -0.762737], [-2.201838, -2.907347, -1.002732], [-3.515799, -2.435920, 0.219148], [-1.924962, -4.753941, -0.883880], [-2.855388, -2.548631, -2.721924], [0.442503, -3.602520, 1.184133], [0.815072, -4.942506, 1.150536], [0.442728, -5.805742, 2.178826], [-0.320684, -5.339614, 3.237933], [-0.703828, -4.001206, 3.280441], [-0.321375, -3.141615, 2.265078], [1.672242, -3.258098, -1.398207], [1.185686, -3.393939, -2.694435], [1.913715, -4.105422, -3.643429], [3.126279, -4.688299, -3.298326], [3.621512, -4.550622, -2.006317], [2.900362, -3.833579, -1.065088], [3.501262, -0.013223, -1.203716], [3.588925, 0.734304, -2.371440], [4.572789, 0.450358, -3.313941], [5.467504, -0.585764, -3.090548], [5.392607, -1.330514, -1.917307], [4.416931, -1.040679, -0.976793], [3.275660, 0.848089, 1.460638], [3.068874, 0.309610, 2.724178], [3.823137, 0.753842, 3.806740], [4.773268, 1.750635, 3.638809], [4.988237, 2.297169, 2.376837], [4.250003, 1.838122, 1.294078], [0.964883, 4.491751, -2.871169], [1.456718, 2.838327, -3.288177], [-0.233247, 3.180899, -2.936330], [-0.481900, 4.877457, 0.132128], [-1.384677, 3.519084, -0.569622], [-0.609236, 3.333434, 1.016112], [2.166670, 5.295744, -0.460149], [2.775100, 4.102899, 0.720867], [3.357962, 4.075026, -0.944903], [-3.320742, -2.850433, 1.216797], [-3.557932, -1.344141, 0.307490], [-4.503664, -2.787326, -0.112051], [-1.765686, -5.071341, 0.151928], [-2.818888, -5.262392, -1.265152], [-1.064212, -5.088339, -1.477990], [-3.496946, -1.659279, -2.707081], [-2.050187, -2.348636, -3.439017], [-3.451637, -3.391383, -3.097361], [1.379509, -5.330937, 0.312052], [0.734928, -6.848754, 2.137037], [-0.623966, -6.017433, 4.027647], [-1.306146, -3.624352, 4.099451], [-0.619267, -2.102681, 2.299539], [0.238572, -2.929915, -2.951579], [1.530749, -4.202166, -4.651845], [3.688189, -5.249586, -4.035523], [4.568388, -5.005401, -1.737541], [3.282829, -3.728123, -0.055526], [2.874840, 1.530698, -2.541444], [4.634344, 1.036467, -4.222985], [6.224078, -0.817082, -3.830288], [6.095598, -2.137095, -1.741687], [4.364774, -1.599754, -0.048782], [2.305217, -0.449866, 2.842733], [3.662146, 0.321123, 4.787566], [5.348857, 2.103765, 4.487001], [5.730613, 3.076694, 2.239298], [4.432642, 2.244991, 0.303677], [-1.803006, -0.298646, 3.907180], [-3.114418, -0.211285, 3.589610], [-4.033909, -0.795850, 4.463663], [-5.392218, -0.747824, 4.195973], [-5.849208, -0.110651, 3.048307], [-4.927537, 0.474023, 2.188299], [-3.559335, 0.442700, 2.432895], [-2.555914, 1.097890, 1.477544], [-1.300875, 0.514551, 1.569183], [-3.078954, 0.998880, 0.085845], [-2.049293, 0.917076, -0.889220], [-2.489661, 0.986971, -2.140211], [-1.771605, 0.781602, -3.318768], [0.035107, 0.150205, -3.098299], [-2.177994, 0.885765, -4.639873], [-3.356143, 1.535001, -5.158618], [-3.741206, 1.283051, -6.495913], [-4.862417, 1.864862, -7.056183], [-5.654224, 2.744648, -6.315387], [-5.277697, 3.035942, -5.010791], [-4.157220, 2.449143, -4.438728], [-1.318465, 0.121494, 3.148688], [-3.646873, -1.285918, 5.351345], [-6.091585, -1.216153, 4.881069], [-6.906717, -0.084486, 2.815055], [-5.291078, 0.948989, 1.283887], [-2.474316, 2.156414, 1.763211], [-3.694114, 1.771304, -0.131976], [-3.550548, 1.175902, -2.269230], [-1.539548, 0.405862, -5.374587], [-3.136671, 0.600091, -7.086097], [-5.127071, 1.632922, -8.083230], [-6.535853, 3.197267, -6.749557], [-5.860488, 3.742459, -4.428165], [-3.867366, 2.737633, -3.438166], [1.499011, 2.372559, 6.345940], [1.939080, 3.310593, 5.336859], [2.917132, 4.293721, 5.478480], [3.000100, 4.938863, 4.302969], [2.065865, 4.346871, 3.465396], [1.403988, 3.325169, 4.082145], [0.236372, 2.324814, 3.443704], [1.904572, 2.678997, 7.307520], [1.832023, 1.363743, 6.107079], [0.411911, 2.362285, 6.382483], [3.458430, 4.441171, 6.399995], [3.627051, 5.759442, 3.997433], [1.902466, 4.553536, 2.495618]],
  "forces_ev_per_angstrom": [[0.2, -0.1, -0.2], [0.0, 0.1, -0.2], [-0.3, 0.2, 0.1], [-0.2, 0.1, 0.1], [0.3, 0.0, 0.1], [-0.2, -0.6, -0.1], [0.2, 0.0, 0.9], [0.0, 0.1, -1.0], [-0.1, -0.4, 0.6], [0.5, 0.3, 0.5], [-0.2, 0.2, -0.2], [-0.2, 0.0, 0.2], [0.2, -0.3, 0.0], [-0.1, 0.1, -0.2], [-0.2, -0.1, 0.0], [0.0, 0.0, 0.0], [0.0, 0.1, 0.0], [0.0, 0.0, 0.0], [0.0, 0.0, 0.0], [0.1, -0.1, -0.1], [0.1, 0.0, 0.1], [0.0, 0.0, 0.0], [0.0, 0.0, 0.1], [-0.1, 0.1, 0.0], [0.0, 0.0, 0.0], [-0.1, 0.0, 0.0], [0.0, -0.1, -0.1], [0.0, -0.1, 0.0], [0.0, 0.0, 0.0], [0.0, 0.0, 0.0], [0.0, 0.0, 0.0], [0.1, 0.1, 0.0], [0.2, 0.2, -0.1], [0.0, 0.0, 0.0], [0.0, 0.0, 0.0], [0.0, 0.0, 0.0], [-0.1, 0.0, -0.1], [0.0, -0.1, 0.0], [-0.1, -0.1, 0.0], [-0.1, 0.1, 0.0], [0.1, 0.0, 0.0], [0.0, -0.1, 0.0], [0.1, 0.0, 0.1], [0.0, 0.1, -0.1], [0.0, -0.1, 0.0], [0.0, 0.0, -0.2], [-0.1, 0.0, 0.1], [0.0, 0.1, -0.1], [-0.1, -0.1, 0.0], [0.2, 0.0, 0.1], [0.0, 0.0, -0.1], [0.1, 0.0, 0.0], [-0.1, 0.0, 0.1], [0.1, -0.1, 0.0], [-0.1, 0.0, 0.1], [0.1, 0.1, 0.0], [0.0, 0.0, 0.0], [0.0, 0.0, 0.0], [0.0, 0.0, 0.0], [0.0, 0.0, 0.0], [-0.1, 0.1, 0.0], [0.1, 0.0, 0.0], [0.0, 0.0, 0.0], [0.0, 0.0, 0.0], [0.0, 0.0, 0.0], [0.0, 0.0, 0.0], [0.0, 0.0, 0.0], [0.0, 0.0, 0.0], [0.0, 0.0, 0.0], [0.0, 0.0, 0.0], [0.0, 0.0, 0.0], [0.0, 0.0, 0.0], [0.0, 0.0, 0.0], [0.0, 0.0, 0.0], [0.0, -0.1, 0.0], [0.0, 0.0, 0.1], [-0.3, 0.0, 0.2], [0.2, 0.0, 0.2], [0.0, 0.0, 0.0], [0.1, 0.0, 0.0], [0.1, 0.0, 0.0], [0.0, 0.0, 0.0], [-0.1, -0.1, -0.1], [0.2, -0.1, -0.1], [-0.6, 0.0, -0.1], [0.0, -0.4, 0.1], [0.0, 0.2, 0.0], [0.0, -0.1, -0.1], [0.0, 0.0, 0.3], [0.0, -0.1, -0.3], [-0.2, 0.1, -0.2], [0.1, 0.0, 0.1], [-0.1, 0.0, 0.0], [0.0, 0.0, 0.0], [0.1, -0.1, 0.0], [0.1, 0.0, 0.0], [0.0, 0.0, -0.1], [0.1, -0.3, -0.1], [0.0, 0.0, -0.1], [0.0, 0.0, 0.0], [0.0, 0.0, 0.0], [0.0, 0.0, 0.0], [0.0, 0.2, 0.0], [0.0, 0.2, 0.0], [-0.1, 0.0, 0.0], [-0.1, 0.1, 0.0], [0.0, 0.0, 0.0], [0.0, 0.0, 0.1], [0.0, 0.0, 0.0], [0.0, 0.0, 0.0], [0.0, 0.0, 0.0], [0.1, 0.1, 0.0], [0.0, -0.1, 0.3], [-0.2, -0.3, 0.1], [-0.2, 0.0, -0.2], [0.1, 0.1, -0.1], [0.2, 0.1, 0.0], [0.2, 0.2, 0.1], [0.0, 0.0, 0.0], [0.0, 0.0, 0.0], [0.0, 0.0, 0.0], [-0.1, -0.1, -0.1], [-0.1, -0.1, 0.0], [0.0, 0.0, 0.0]]
}

=====

{
  "formula": "C5H8N3O2",
  "method": "ωB97M-V with the def2-TZVPD basis set",
  "relative_energy_kj_mol": 139.8,
  "orbital_gap_ha": 0.3511,
  "total_charge": 1,
  "energy_ev": -13871.774,
  "homo_energy_ha": -0.5098,
  "elements": ["C", "C", "C", "C", "C", "N", "N", "N", "O", "O", "H", "H", "H", "H", "H", "H", "H", "H"],
  "coordinates": [[-0.210961, -1.335149, 0.456359], [-1.515066, -1.534868, 0.310281], [-1.609180, 0.389933, -1.026458], [2.642352, 0.874791, -0.258837], [0.374669, -0.068887, 0.210792], [-2.296532, -0.508607, -0.291220], [-0.300639, 0.514700, -0.876078], [1.693903, 0.033089, 0.366748], [2.356288, 1.558038, -1.200153], [-0.352574, 0.995471, 1.460725], [0.340951, -2.049459, 1.061379], [-1.884907, -2.496227, 0.595476], [-2.108828, 0.906750, -1.802569], [3.677635, 0.626673, 0.038286], [-3.314277, -0.530034, -0.165946], [0.219219, 1.146483, -1.492304], [2.124860, -0.347431, 1.227325], [0.163088, 1.824736, 1.386196]],
  "forces_ev_per_angstrom": [[-0.5, -1.7, 1.9], [0.5, 1.0, -0.2], [0.3, -1.4, 1.4], [-0.9, -1.4, -0.9], [-3.3, 3.2, 2.6], [1.0, -0.6, -0.1], [-0.4, 0.6, -2.1], [4.6, 0.5, 0.7], [-0.2, 0.6, 0.0], [1.3, -1.4, -1.5], [0.1, -0.1, -0.6], [-1.0, 0.0, 0.0], [-0.4, 0.8, -0.4], [-0.3, 0.5, 0.4], [0.6, 0.2, -0.7], [-0.1, -0.1, 0.2], [-1.1, -0.2, -0.7], [-0.2, -0.5, 0.1]]
}